1.
This record from the Open Molecules 2025 dataset describes C18H37Cl3NO2PPdSe2 as an isolated structure. The level of theory is ωB97M-V/def2-TZVPD.

For the energy above the lowest of the compared OMol25 structures with the same formula, charge and spin, the calculation gives 1.71 kcal per mole. As for the spin multiplicity: 5. As for the total charge: +2. Its HOMO energy (alpha / beta) is -14.71 / -15.30 eV. The expectation value of S² is 6.025.

XYZ file:
```
65
Properties=species:S:1:pos:R:3:forces:R:3:lowdin_spin:R:1
Pd 0.923798 1.714619 0.239197 0.0 0.1 0.1 1.37
C -0.562950 2.925411 -2.873010 0.0 0.0 0.0 0.01
Se 1.115570 3.131097 -1.916474 0.0 0.1 -0.1 0.20
C 0.777026 4.865834 -1.071127 0.0 -0.1 0.0 0.01
C -0.456070 4.893292 -0.190777 0.0 0.0 0.0 0.02
Se -0.208828 3.749259 1.385958 -0.1 0.0 -0.1 0.32
C -2.056415 3.269187 1.718640 0.0 0.0 0.0 0.03
H -0.716596 3.808080 -3.489994 0.0 0.0 0.0 0.00
H -1.395788 2.778884 -2.190909 0.0 0.0 0.0 0.00
H -0.451033 2.056842 -3.517782 0.0 0.0 0.0 0.00
H 0.685596 5.587201 -1.883196 0.0 0.0 0.0 0.00
H 1.689105 5.092468 -0.517726 0.0 0.0 0.0 0.00
H -1.350339 4.564742 -0.717702 0.0 0.0 0.0 0.00
H -0.628997 5.901626 0.187311 0.0 0.0 0.0 0.01
H -2.492295 2.815075 0.832752 0.0 0.0 0.0 0.00
H -2.595549 4.171849 1.997811 0.0 0.0 0.0 0.01
H -2.053756 2.572636 2.553288 0.0 0.0 0.0 0.00
Cl 3.811827 1.461782 4.403764 0.0 0.0 0.0 0.01
C 3.716445 2.613357 3.082428 0.0 0.0 0.0 0.00
Cl 5.283341 2.809602 2.317289 0.0 0.0 0.0 0.01
Cl 3.104465 4.180125 3.666566 0.0 0.0 0.0 0.00
C 2.667119 2.167380 2.056082 0.0 0.0 -0.1 0.02
O 2.758179 2.606581 0.866475 0.1 0.1 0.1 0.15
O 1.705811 1.449781 2.402641 0.0 -0.1 -0.1 0.12
C -1.344511 -1.068605 2.349312 0.0 0.1 0.0 0.01
C -0.406732 -2.018523 1.586168 0.0 -0.1 0.1 0.04
C 0.960729 -1.941661 2.282474 0.0 0.0 0.0 0.00
C -0.927272 -3.463877 1.653895 0.0 0.0 0.0 0.01
P -0.312898 -1.475412 -0.202394 0.0 0.2 -0.1 0.13
N -0.267527 0.221676 -0.138402 -0.1 -0.2 0.1 1.35
C 1.297849 -1.908306 -1.064524 0.1 0.0 0.0 0.04
C 1.623866 -3.392539 -0.831745 -0.1 0.0 0.0 0.01
C 2.435811 -1.015074 -0.535719 0.0 0.0 0.0 0.02
C 1.210377 -1.643449 -2.574116 0.0 0.0 0.0 0.00
C -1.852213 -1.848032 -1.194233 0.0 -0.1 -0.1 0.03
C -3.104037 -1.577002 -0.347063 0.0 0.0 0.0 0.00
C -1.920601 -0.906081 -2.410042 0.0 0.0 0.0 0.01
C -1.861198 -3.312274 -1.657710 0.0 0.0 0.0 0.01
H -1.343618 -1.389716 3.391850 0.0 0.0 0.0 0.00
H -2.372760 -1.087450 2.003005 0.0 0.0 0.0 0.00
H -0.970715 -0.042922 2.325647 0.0 0.0 0.0 0.00
H 0.797568 -2.255911 3.314482 0.0 0.0 0.0 0.00
H 1.352946 -0.925618 2.317554 0.0 0.0 0.0 0.00
H 1.701400 -2.615328 1.861507 0.0 0.0 0.0 0.00
H -0.926060 -3.760846 2.703486 0.0 0.0 0.0 0.00
H -0.289234 -4.164948 1.118109 0.0 0.0 0.0 0.00
H -1.947322 -3.567295 1.290019 0.1 0.0 0.0 0.00
H 1.865551 -3.616252 0.203981 0.0 0.0 0.0 0.00
H 2.502552 -3.635376 -1.431453 0.0 0.0 0.0 0.00
H 0.818115 -4.050223 -1.154614 0.0 0.0 0.0 0.00
H 2.541813 -0.995485 0.543523 0.0 0.0 0.1 0.00
H 2.338675 0.011846 -0.912898 0.0 0.0 0.0 0.01
H 3.369647 -1.397113 -0.952501 0.0 0.0 0.0 0.00
H 0.534434 -2.318607 -3.091040 0.0 0.0 0.0 0.00
H 2.207676 -1.808596 -2.984573 0.0 0.0 0.0 0.00
H 0.933296 -0.611454 -2.794606 0.0 0.0 0.0 0.00
H -3.145715 -0.545478 0.005463 0.0 0.0 0.0 0.00
H -3.205721 -2.252618 0.498115 0.0 0.0 0.0 0.00
H -3.967614 -1.738250 -0.993329 0.0 0.0 0.0 0.00
H -1.875226 0.142754 -2.112649 0.0 0.0 0.0 0.01
H -2.887744 -1.069206 -2.887519 0.0 0.0 0.0 0.00
H -1.156943 -1.102378 -3.154688 0.0 0.0 0.0 0.00
H -1.815124 -4.016727 -0.828164 0.0 0.0 -0.1 0.00
H -1.058444 -3.538261 -2.355127 0.0 0.0 0.0 0.00
H -2.802743 -3.486093 -2.180986 0.0 0.0 0.0 0.00
```
Positions in Å, forces in eV/Å.

=====

2.
This record from the Open Molecules 2025 dataset describes C18H37CrO2P3 as an isolated structure at a distorted geometry. The level of theory is ωB97M-V/def2-TZVPD.

For the energy above the lowest of the compared OMol25 structures with the same formula, charge and spin, the calculation gives 0.00 kcal per mole. As for the spin multiplicity: 4. As for the total charge: +3. Its HOMO energy (alpha / beta) is -17.79 / -17.78 eV. The expectation value of S² is 3.819.

XYZ file:
```
61
Properties=species:S:1:pos:R:3:forces:R:3:lowdin_spin:R:1
Cr -0.008684 -0.590601 0.648840 0.5 3.1 0.8 1.99
P 0.230251 -2.573345 -0.261826 0.9 -4.1 -0.8 -0.01
P 2.018068 0.020398 1.502971 3.5 0.2 0.7 -0.01
P -2.179156 -0.010679 0.521134 -2.6 0.7 -0.7 -0.02
H 1.265763 4.102823 0.514230 -0.2 0.1 0.0 0.00
C 0.266516 4.398309 0.840221 0.2 0.4 1.5 0.00
C -0.102944 4.187771 2.119818 -0.7 -0.7 0.4 0.00
H 0.598702 3.635405 2.816609 -1.2 0.9 -0.8 0.00
C 1.348126 -2.771857 -1.715392 -0.3 0.6 0.0 0.01
C 0.975182 -3.818290 0.849397 0.3 0.2 0.5 -0.01
C -1.249517 -3.552773 -0.750089 0.0 0.5 0.1 0.01
C 2.012689 1.734068 2.109602 -0.3 0.2 0.0 0.00
C 2.654879 -0.887896 2.952511 -0.3 -0.1 -0.2 0.01
C 3.435753 -0.074266 0.302941 -0.5 0.0 -0.2 0.00
C -2.408231 1.692598 1.096131 0.6 0.2 0.2 -0.01
C -3.362884 -0.898900 1.541018 0.1 -0.4 0.2 0.00
C -2.922602 -0.027142 -1.130563 0.1 -0.1 -0.2 0.00
H -0.256558 5.091052 0.197206 -0.4 -0.2 -0.2 0.00
H -1.139778 4.433439 2.555712 1.9 0.0 -0.8 0.00
H 0.785710 -2.380391 -2.583580 0.5 -0.4 0.2 0.00
H 1.541922 -3.873856 -1.803520 -0.1 1.1 0.0 0.00
H 2.291220 -2.196562 -1.583345 -0.6 -0.6 -0.1 0.00
H 0.760856 -4.799927 0.400368 0.2 0.3 0.3 0.00
H 0.554584 -3.785532 1.862525 0.2 -0.2 -0.3 0.00
H 2.063114 -3.671635 0.897745 -0.3 -0.1 0.1 0.00
H -0.872647 -4.586713 -0.822904 -0.5 0.4 -0.2 0.00
H -1.661365 -3.205348 -1.711259 0.1 -0.2 0.4 0.00
H -2.017585 -3.503825 0.043505 0.3 -0.1 -0.4 0.00
H 3.034275 2.142520 2.078248 -0.3 -0.2 0.0 0.00
H 1.668114 1.699568 3.151710 0.1 0.1 -0.2 0.00
H 1.337287 2.397688 1.552883 0.4 -0.5 0.0 0.00
H 3.734069 -0.702859 3.052483 -0.4 -0.1 0.1 0.00
H 2.452408 -1.959352 2.840904 0.3 0.1 0.1 0.00
H 2.118364 -0.508834 3.831517 0.3 -0.2 0.0 0.00
H 4.327202 0.392922 0.776816 -0.6 -0.3 -0.3 0.00
H 3.160976 0.465252 -0.630581 0.4 -0.3 0.6 0.00
H 3.642161 -1.142723 0.077543 0.0 0.7 0.1 0.00
H -3.448701 2.002402 0.917793 0.3 -0.2 0.0 0.00
H -1.717670 2.386612 0.603987 -0.2 -0.1 0.2 0.00
H -2.210198 1.720469 2.175288 -0.1 0.2 -0.2 0.00
H -4.324285 -0.373205 1.511896 0.2 -0.1 0.0 0.00
H -3.003269 -0.935931 2.573005 -0.3 0.0 0.0 0.00
H -3.483346 -1.920531 1.174422 -0.2 0.0 0.1 0.00
H -3.904083 0.453165 -1.084396 0.0 -0.1 0.0 0.00
H -3.029892 -1.051217 -1.496458 -0.1 0.1 0.1 0.00
H -2.301730 0.522590 -1.840387 -0.1 -0.1 0.1 0.00
C 0.274794 1.195884 -1.857336 -0.2 0.7 0.0 0.19
C 0.963916 0.544411 -2.916777 -0.4 -0.4 -0.7 0.13
C 0.499237 0.633382 -4.217080 1.4 -0.4 1.1 0.04
C -0.578566 1.481370 -4.502052 -0.6 0.4 -0.3 0.28
C -1.125850 2.329781 -3.498063 0.4 0.8 1.4 0.02
C -0.638279 2.271535 -2.173706 -0.8 0.0 -1.4 0.13
O 0.499869 0.815086 -0.645121 -0.4 -0.1 0.2 0.22
H -0.649161 -1.121341 -0.565564 -1.1 -0.1 -1.1 -0.03
H 1.791805 -0.055282 -2.563392 0.1 -0.2 -0.5 0.00
H 1.033588 0.087620 -4.993441 -0.3 0.1 0.0 0.00
H -0.954603 1.518123 -5.531441 0.1 0.1 0.5 0.01
H -1.882937 3.101521 -3.766344 0.7 -0.8 0.2 0.00
H -0.965928 2.966609 -1.380854 0.1 -0.5 -0.6 0.00
O -0.542410 -2.138931 3.332792 0.0 0.7 0.3 0.03
C -0.398540 -1.304650 2.601670 0.0 -1.2 -0.4 0.02
```
Positions in Å, forces in eV/Å.

=====

energy above the lowest of the compared OMol25 structures with the same formula, charge and spin of number 2 (C18H37CrO2P3)?
0.00 kcal per mole